Record 1
Here is a structure of composition C8H16N2PPtS in a non-equilibrium geometry from OMol25. Energies are from wB97M-V/def2-TZVPD.

```
29
Properties=species:S:1:pos:R:3:forces:R:3
C 0.2949 0.6101 -3.6032 -0.1 0.2 -0.5
C 0.0702 -0.0846 -4.7742 0.2 -0.1 0.5
C -0.2531 -1.4613 -4.8175 -0.1 -0.1 -0.6
C -0.3547 -2.3150 -3.6939 0.3 0.5 0.4
C -0.1810 -1.8885 -2.3930 -0.3 -0.5 0.1
Pt 0.0001 0.0000 -1.7008 0.0 -0.1 -8.7
P 0.1379 2.2922 -0.9519 0.0 -0.3 -0.4
H 0.6378 1.6474 -3.7526 -0.1 -0.3 0.0
H 0.1991 0.4295 -5.7347 0.0 -0.1 0.2
H -0.3730 -1.9183 -5.8081 0.0 0.2 0.3
H -0.1903 -2.7002 -1.6469 -0.1 0.3 -0.2
H -0.5267 -3.3808 -3.8893 0.1 0.3 0.1
H -0.9458 2.8329 -0.2162 0.3 -0.1 -0.2
H 0.2757 3.2818 -1.9560 0.1 0.9 -0.1
H 1.2103 2.6549 -0.0989 -0.3 0.0 -0.3
C 1.4646 -0.5876 3.9325 0.6 0.0 -0.3
N 0.9722 -0.8104 2.5894 -0.5 0.1 0.6
C 0.0001 0.0000 1.9191 -0.7 -0.8 1.7
S 0.0001 0.0000 0.2992 0.5 0.4 6.4
N -0.9721 0.8105 2.5896 1.0 -0.4 0.5
C -1.4647 0.5874 3.9325 -0.6 0.0 -0.2
H 1.0469 0.3261 4.3947 0.1 -0.6 -0.3
H 2.5632 -0.4336 3.8909 -0.3 -0.1 0.3
H 1.2538 -1.4771 4.5621 0.1 0.5 0.1
H 1.4660 -1.5306 2.0402 -0.9 1.1 0.3
H -1.4660 1.5307 2.0408 0.9 -0.9 0.3
H -1.2542 1.4768 4.5622 -0.1 -0.6 0.1
H -2.5634 0.4336 3.8903 0.3 0.1 0.3
H -1.0473 -0.3264 4.3945 -0.1 0.6 -0.4
```
Forces are in eV/Å.

Computed properties:
- energy above the lowest of the compared OMol25 structures with the same formula, charge and spin (eV) = 2.177
- orbital gap (alpha / beta) (eV) = 3.521 / 6.456
- expectation value of S² = 2.0562
- 2S+1 = 3
- E_HOMO (alpha / beta) (eV) = -0.40 / -3.46
- lowest unoccupied orbital energy (alpha / beta) (eV) = 3.12 / 3.00
- total charge = -1

***

Record 2
Here is the ion C8H16N3 with charge +1 in a non-equilibrium geometry from OMol25. Energies are from wB97M-V/def2-TZVPD.

```
27
Properties=species:S:1:pos:R:3:forces:R:3
C 0.6264 1.5117 -0.0261 0.5 -1.6 -1.2
C 1.5822 0.4362 0.0637 3.3 -2.0 0.8
C -1.4789 0.4945 0.4754 -0.3 -1.4 1.0
C 3.0259 0.8519 0.5065 -2.5 3.9 -2.0
C 2.2310 -1.8613 0.0009 2.0 1.0 0.3
C -1.4205 2.6888 -0.2559 0.9 0.3 -4.1
C -2.6402 -1.4828 0.9293 -0.9 4.3 1.8
C -1.7228 -1.2696 -1.3078 2.5 0.1 2.5
N 1.3647 -0.7808 -0.2473 -2.5 1.9 0.5
N -0.6595 1.4050 -0.1595 0.2 1.3 1.2
N -1.8569 -0.6393 0.0416 -1.1 0.5 -1.1
H 1.1730 2.4141 -0.0626 -0.5 1.6 -0.1
H 3.6868 1.0292 -0.3666 -0.8 0.4 -0.1
H 2.9218 1.8229 1.0633 0.6 -1.0 -0.3
H 3.6249 0.1923 0.9777 1.1 -2.5 2.3
H 2.6145 -1.9965 0.9956 -0.3 0.7 1.3
H 1.6008 -2.6673 -0.1316 -0.2 -2.4 -1.1
H 3.2282 -1.7824 -0.4690 -0.7 -0.5 -0.9
H -1.5899 3.1937 0.6676 -0.6 -0.3 0.7
H -0.6664 3.3173 -0.8410 -1.4 -0.4 0.6
H -2.2985 2.4516 -0.9780 1.2 0.8 1.7
H -3.1268 -2.2081 0.4502 -1.9 -2.7 -2.2
H -1.9858 -1.8762 1.5872 2.2 -1.7 2.2
H -3.3447 -0.8995 1.5729 0.5 -0.2 -0.9
H -1.2715 -2.2188 -1.0134 0.0 -0.2 -0.7
H -2.6803 -1.4361 -1.7122 -0.9 0.3 -0.9
H -0.9373 -0.6904 -1.7609 -0.3 0.1 -1.1
```
Forces are in eV/Å.

Computed properties:
- energy above the lowest of the compared OMol25 structures with the same formula, charge and spin (eV) = 5.074
- orbital gap (alpha / beta) (eV) = 7.745 / 7.737
- E_HOMO (alpha / beta) (eV) = -12.55 / -12.55
- lowest unoccupied orbital energy (alpha / beta) (eV) = -4.81 / -4.81
- total charge = +1

***

Record 3
Here is the ion C8H16N3 with charge +1 in a non-equilibrium geometry from OMol25. Energies are from wB97M-V/def2-TZVPD.

```
27
Properties=species:S:1:pos:R:3:forces:R:3
C -0.1452 -0.7968 -0.5739 1.4 -2.3 -0.6
C -2.4241 1.0711 2.2581 -0.3 -1.0 -3.6
C -0.6013 0.3939 -0.3842 -1.8 3.0 0.5
C -2.8851 1.3195 3.5662 2.6 -3.4 1.5
C -0.1920 1.8996 -0.2832 0.9 -0.5 -1.2
C 1.1672 -1.4203 -2.4732 -1.5 -0.8 1.1
C 1.7089 -2.2250 -0.1673 -1.7 -0.9 -0.3
C 2.3085 0.0572 -0.9758 -1.3 -0.5 1.0
N -2.3287 0.6592 1.1720 -0.6 1.5 3.2
N -2.0616 0.2517 0.0076 0.0 -0.2 -2.3
N 1.3217 -1.0910 -0.9910 -1.1 2.5 -2.1
H -2.7870 2.2907 3.8791 1.0 2.2 1.1
H -3.8854 1.1453 3.5831 -3.2 -0.7 -0.3
H -2.4685 0.4475 4.2103 -0.4 1.9 -0.5
H -1.0056 2.7104 -0.3468 1.0 -1.6 0.0
H 0.3397 1.9608 0.6838 -0.1 0.6 -0.6
H 0.5407 2.0462 -1.1572 -1.1 0.3 1.6
H 0.5324 -2.2927 -2.5936 0.0 -0.1 0.3
H 0.6700 -0.6155 -2.9675 -0.4 0.7 0.0
H 2.0626 -1.5769 -2.9911 1.8 -0.3 -0.2
H 2.3204 -2.8488 -0.7420 0.8 -1.2 -0.9
H 2.2774 -1.9691 0.6761 0.4 0.8 1.3
H 0.7266 -2.6908 0.1043 1.2 0.1 -0.1
H 3.2673 -0.3224 -1.1570 1.4 -0.6 -0.7
H 2.0294 0.8429 -1.6814 0.0 -0.4 0.3
H 2.3264 0.3627 0.0503 -0.1 0.8 0.5
H -2.8146 0.3907 -0.7059 0.9 -0.1 1.0
```
Forces are in eV/Å.

Computed properties:
- energy above the lowest of the compared OMol25 structures with the same formula, charge and spin (eV) = 6.850
- orbital gap (eV) = 8.086
- E_HOMO (eV) = -11.02
- lowest unoccupied orbital energy (eV) = -2.93
- total charge = +1

***

energy above the lowest of the compared OMol25 structures with the same formula, charge and spin of number 2 (C8H16N3)? 5.074 eV